(1)
Molecular formula: C30H56BINO6
Method: DFT, the ωB97M-V functional and the def2-TZVPD basis

Its gap between HOMO and LUMO is 7.1 eV. The highest occupied orbital energy is -10.8475 eV. The value obtained for the molar mass is 664.50 u. For the LUMO energy, the calculation gives -3.7 eV. The net charge is +1.

```
95
Properties=species:S:1:pos:R:3:forces:R:3
C 5.770 -1.524 -1.068 0.562 0.290 -0.033
C 6.069 -0.765 -2.453 -1.225 -0.528 1.034
B 4.646 -0.286 -3.069 0.992 -0.033 -0.156
O 4.345 -0.362 -4.437 -0.562 -0.516 1.719
C 3.573 0.272 -1.971 -1.215 0.651 0.565
C 3.597 1.642 -1.492 -0.576 -2.306 -0.348
N 2.691 2.024 -0.542 0.078 -1.118 0.064
C 1.757 1.175 0.001 -0.103 -1.812 -0.704
C 1.629 -0.206 -0.426 1.628 0.093 -1.237
C 0.592 -1.214 0.130 -0.243 0.574 -0.019
C -0.831 -1.133 -0.557 -0.686 -0.526 0.329
C -1.080 -2.277 -1.641 0.155 0.516 1.289
I -1.152 -1.379 -3.617 0.046 -0.557 0.485
C 2.580 -0.672 -1.447 0.279 3.017 0.690
H 5.462 -0.804 -0.258 0.065 -0.714 -0.904
H 4.964 -2.289 -1.225 0.791 0.532 0.397
H 6.703 -2.015 -0.673 -0.999 0.292 -0.556
H 6.653 0.150 -2.171 -0.121 -0.755 -0.604
H 6.610 -1.474 -3.125 -0.164 0.958 0.403
H 4.187 -1.289 -4.694 0.407 0.499 -0.355
H 4.341 2.367 -1.892 -0.945 -0.429 0.663
H 2.733 2.995 -0.203 -0.273 -0.277 -0.448
H 1.071 1.543 0.792 0.746 0.056 -0.729
H 0.454 -1.063 1.231 0.278 -0.140 -0.883
H 0.973 -2.256 -0.021 -0.093 0.969 0.278
H -1.592 -1.324 0.253 0.795 0.277 -0.720
H -1.083 -0.115 -0.956 0.395 -0.949 0.364
H -2.033 -2.810 -1.379 0.853 0.623 -0.793
H -0.249 -3.020 -1.587 -0.695 0.584 -0.408
H 2.597 -1.706 -1.856 -0.329 0.816 0.591
C -3.944 3.246 -1.366 0.247 0.157 -0.162
C -4.848 2.108 -1.802 -0.363 -0.045 0.075
C -4.115 0.897 -1.256 0.170 -0.155 -0.042
O -3.426 1.328 -0.073 0.027 0.140 -0.155
C -3.460 2.761 -0.011 -0.153 -0.052 0.242
H -4.447 4.212 -1.318 0.009 -0.051 0.020
H -3.099 3.333 -2.056 -0.020 0.034 0.024
H -5.824 2.204 -1.318 0.009 0.012 -0.096
H -5.006 2.060 -2.880 0.009 -0.014 0.051
H -3.365 0.532 -1.966 -0.036 -0.062 -0.112
H -4.788 0.074 -1.009 0.078 0.014 0.091
H -4.157 3.046 0.784 0.045 0.099 -0.010
H -2.468 3.141 0.243 0.009 -0.094 0.048
C 2.107 -3.792 4.761 0.239 -0.124 -0.122
C 2.102 -2.391 5.343 -0.141 0.105 0.283
C 1.615 -1.564 4.167 0.019 0.109 -0.206
O 0.748 -2.409 3.396 0.193 0.031 0.089
C 0.889 -3.762 3.858 -0.288 -0.093 0.070
H 2.060 -4.580 5.512 0.013 0.013 -0.074
H 3.010 -3.942 4.165 -0.046 -0.053 0.079
H 1.382 -2.334 6.164 0.050 0.050 -0.027
H 3.073 -2.067 5.718 -0.039 -0.004 -0.038
H 2.449 -1.260 3.523 0.069 0.058 0.062
H 1.071 -0.670 4.479 -0.059 -0.043 -0.083
H -0.020 -4.024 4.409 0.029 -0.079 -0.022
H 0.983 -4.434 3.002 -0.042 0.090 -0.040
C -10.161 4.218 0.050 -0.243 0.209 -0.112
C -10.169 2.713 0.236 0.089 -0.188 0.272
C -9.482 2.237 -1.032 -0.038 -0.052 -0.291
O -8.559 3.266 -1.415 -0.147 0.020 0.225
C -8.827 4.442 -0.639 0.279 0.008 0.013
H -10.258 4.776 0.982 0.028 -0.016 -0.043
H -10.979 4.515 -0.613 0.040 0.022 0.044
H -9.569 2.444 1.110 -0.047 -0.021 -0.028
H -11.166 2.290 0.364 0.046 0.009 -0.032
H -10.200 2.109 -1.848 -0.030 -0.080 0.046
H -8.945 1.297 -0.890 0.058 0.061 -0.068
H -8.018 4.555 0.091 -0.035 0.094 0.036
H -8.833 5.317 -1.291 0.059 -0.083 -0.054
C 1.565 6.547 -2.756 0.274 0.072 -0.187
C 0.679 5.398 -3.204 -0.327 -0.009 0.086
C 1.431 4.193 -2.671 0.123 -0.225 -0.183
O 2.115 4.624 -1.481 0.007 -0.024 -0.015
C 2.056 6.061 -1.406 -0.075 0.263 0.328
H 1.047 7.504 -2.699 0.025 -0.057 0.034
H 2.407 6.655 -3.445 -0.038 0.045 0.044
H -0.298 5.473 -2.718 0.023 -0.038 -0.055
H 0.522 5.357 -4.281 0.035 -0.031 0.054
H 2.186 3.847 -3.385 -0.066 -0.019 -0.060
H 0.770 3.357 -2.432 0.056 0.001 0.073
H 1.356 6.327 -0.609 0.032 0.049 -0.021
H 3.041 6.455 -1.150 -0.003 -0.137 0.024
C 4.661 -7.797 1.948 -0.248 -0.120 -0.186
C 5.381 -6.470 1.800 0.323 0.053 -0.019
C 4.655 -5.605 2.815 -0.194 0.059 0.097
O 4.219 -6.475 3.864 0.069 0.002 -0.273
C 4.380 -7.836 3.439 0.133 -0.087 0.252
H 5.240 -8.653 1.602 -0.024 0.033 0.041
H 3.719 -7.773 1.391 0.039 -0.043 0.018
H 6.430 -6.582 2.087 -0.039 0.037 -0.032
H 5.346 -6.060 0.789 -0.014 -0.001 0.043
H 3.765 -5.137 2.376 0.048 0.068 -0.101
H 5.292 -4.821 3.230 -0.059 -0.028 0.079
H 5.223 -8.263 3.991 -0.031 -0.078 -0.037
H 3.481 -8.405 3.684 0.004 0.101 0.067
```
Forces are in eV/Å.

(2)
Molecular formula: C35H87N5O15S6
Method: DFT, the ωB97M-V functional and the def2-TZVPD basis

Its gap between HOMO and LUMO is 8.5 eV. The highest occupied orbital energy is -8.4363 eV. The value obtained for the molar mass is 1010.50 u. For the LUMO energy, the calculation gives 0.1 eV. The energy relative to the best compared isomer or geometry (same formula, charge and spin) is 4.5985 eV.

```
148
Properties=species:S:1:pos:R:3:forces:R:3
C -4.655 -30.199 30.914 0.670 0.810 0.208
S -3.743 -29.413 29.488 -1.220 -2.354 -0.547
O -3.456 -30.637 28.606 0.008 2.047 0.697
C -5.177 -28.498 28.764 0.167 -0.475 0.056
H -4.924 -29.416 31.623 -0.249 0.061 -0.066
H -3.927 -30.806 31.451 0.130 -0.080 -0.269
H -5.512 -30.827 30.669 0.084 0.286 -0.538
H -5.878 -29.203 28.317 0.008 -0.265 0.373
H -4.902 -27.831 27.947 0.490 0.087 0.294
H -5.627 -27.949 29.591 -0.076 0.045 -0.222
C 4.419 -31.535 27.369 -0.016 -0.428 0.640
S 3.300 -31.326 28.893 1.309 -0.437 1.320
O 3.876 -32.100 30.107 -0.675 1.600 -2.365
C 3.778 -29.544 29.244 0.606 -1.637 -0.975
H 5.485 -31.493 27.595 -0.055 0.274 0.500
H 4.219 -30.849 26.546 -0.412 0.195 0.320
H 4.266 -32.553 27.009 -0.322 -0.024 0.091
H 4.854 -29.719 29.265 0.112 0.519 0.631
H 3.346 -29.253 30.201 0.048 0.041 -0.275
H 3.585 -28.916 28.374 -0.487 0.047 0.294
C -1.235 -29.846 26.358 0.182 -0.723 1.235
S 0.607 -29.881 26.101 -0.246 -0.050 -0.422
O 1.293 -30.061 27.427 -0.852 0.048 -0.507
C 0.691 -31.481 25.176 -0.810 0.074 0.361
H -1.880 -29.683 25.495 0.517 -0.340 -0.318
H -1.572 -29.130 27.109 0.812 0.549 -0.170
H -1.476 -30.746 26.924 -0.165 -0.526 -0.551
H 0.202 -31.299 24.219 0.324 0.138 -0.188
H 0.111 -32.284 25.631 -0.091 0.200 0.477
H 1.708 -31.859 25.071 0.079 0.578 -0.058
C 1.336 -26.448 28.361 -0.323 0.585 -1.410
S 0.030 -25.263 27.644 -1.120 0.437 -1.019
O 0.516 -24.588 26.371 0.208 -1.118 1.557
C -1.299 -26.425 26.971 1.516 -1.003 -0.368
H 2.017 -25.839 28.956 -0.255 0.202 -0.039
H 1.862 -26.762 27.459 0.094 -0.359 0.116
H 0.989 -27.293 28.955 -0.399 0.128 -0.241
H -1.928 -26.091 26.145 -0.356 1.444 0.824
H -1.823 -26.988 27.743 -0.050 0.300 0.062
H -0.781 -27.131 26.322 0.711 -0.480 0.531
C 3.486 -35.910 28.102 -0.215 0.011 0.611
S 2.898 -35.820 29.875 2.313 1.823 -0.452
O 4.036 -34.960 30.452 -1.753 -1.628 -0.206
C 1.502 -34.705 29.558 -0.712 0.039 -0.168
H 3.902 -34.919 27.924 -0.360 0.151 -0.055
H 2.694 -36.195 27.408 0.054 0.059 0.014
H 4.337 -36.586 28.022 -0.243 -0.252 0.309
H 1.009 -35.031 28.642 0.107 0.022 -0.162
H 1.789 -33.656 29.487 0.537 -0.171 -0.132
H 0.719 -34.761 30.313 0.283 -0.379 0.385
C -2.679 -34.403 33.208 -1.510 0.588 -0.238
S -1.522 -35.774 33.138 0.146 2.191 -1.626
O -1.245 -35.947 31.638 0.177 0.112 2.063
C -0.384 -34.484 33.849 2.250 -1.401 -0.478
H -2.925 -34.192 34.249 -0.568 -0.447 -0.047
H -3.530 -34.533 32.539 -0.360 -0.602 0.493
H -2.312 -33.428 32.886 0.820 -0.303 -0.259
H -0.670 -34.011 34.789 -0.479 -0.121 -0.303
H -0.147 -33.794 33.039 -0.512 0.232 0.087
H 0.577 -34.967 34.023 0.108 -0.180 0.263
C 3.583 -29.330 35.071 0.261 -0.462 1.638
O 3.029 -28.416 35.679 -0.013 -0.482 -0.838
N 4.893 -29.357 34.809 1.953 0.966 -0.905
C 5.603 -30.328 33.988 -1.250 -0.919 0.409
C 5.737 -28.192 35.081 0.180 -0.572 -0.083
H 3.183 -30.345 34.921 -0.796 0.276 -0.408
H 6.508 -30.682 34.483 0.224 0.513 -0.088
H 5.779 -29.924 32.991 0.227 -0.204 -0.008
H 5.009 -31.240 33.937 -0.265 0.053 -0.460
H 6.766 -28.496 34.888 0.086 -0.279 0.658
H 5.665 -27.399 34.338 -0.878 0.406 0.355
H 5.571 -27.936 36.128 0.181 0.687 -0.312
C 0.851 -30.703 32.788 0.289 -1.324 -0.808
O 0.748 -30.713 33.993 -0.318 0.407 0.924
N -0.107 -30.356 31.900 -0.478 0.070 1.404
C 0.109 -30.449 30.483 -0.204 -0.026 0.029
C -1.378 -29.983 32.511 -0.435 0.671 0.065
H 1.728 -31.180 32.324 0.268 0.437 -0.348
H 1.101 -30.863 30.303 -0.002 0.245 -0.033
H 0.010 -29.446 30.067 0.070 -0.159 -0.475
H -0.597 -31.147 30.034 -0.108 0.314 -0.158
H -1.169 -29.446 33.435 0.049 -0.239 0.049
H -2.011 -29.302 31.942 0.527 0.167 -0.645
H -2.059 -30.800 32.751 0.417 -0.505 0.027
C 0.548 -31.039 39.848 -0.138 -3.430 0.143
O 0.049 -32.186 39.900 0.145 1.929 0.406
N 0.914 -30.500 38.694 0.421 1.956 -0.523
C 1.724 -29.256 38.640 -0.016 -0.394 -0.155
C 0.603 -31.115 37.403 0.857 0.024 -0.111
H 0.882 -30.528 40.764 -0.248 0.316 -0.207
H 2.640 -29.448 38.082 -0.167 0.004 -0.301
H 2.078 -28.886 39.602 -0.444 -0.476 0.362
H 1.191 -28.426 38.176 -0.104 -0.168 -0.236
H 1.543 -31.376 36.916 0.201 -0.116 -0.005
H 0.040 -32.044 37.492 -0.173 0.391 0.325
H 0.167 -30.396 36.711 -0.366 -0.031 0.209
C -3.828 -33.300 28.115 -0.598 -1.354 -1.513
O -4.505 -33.606 27.133 0.681 0.474 0.915
N -2.489 -33.561 28.232 -2.871 -0.023 -0.579
C -1.923 -33.364 29.501 0.881 0.207 1.084
C -1.769 -34.423 27.343 2.091 0.986 -0.808
H -4.289 -32.854 29.010 0.335 0.115 -0.172
H -2.090 -34.256 30.105 0.813 -0.048 0.337
H -2.310 -32.507 30.052 -0.533 0.034 -0.345
H -0.888 -33.085 29.308 0.415 -0.557 0.555
H -1.287 -35.331 27.704 -1.206 -0.624 0.745
H -2.142 -34.563 26.329 -0.589 0.148 0.475
H -0.836 -33.866 27.256 0.490 0.303 -0.795
C -3.093 -31.126 35.258 1.157 -0.697 0.722
O -3.725 -31.650 34.376 -1.069 0.171 -1.353
N -3.428 -30.075 35.998 -0.998 3.934 1.568
C -2.909 -29.823 37.356 1.190 -0.997 0.140
C -4.575 -29.168 35.642 -0.200 -1.569 -0.653
H -2.103 -31.544 35.501 0.099 0.046 0.527
H -2.149 -29.063 37.542 0.289 0.305 -1.135
H -2.440 -30.762 37.652 -0.116 0.034 0.480
H -3.632 -29.506 38.107 -0.796 -0.648 -0.449
H -4.490 -28.727 34.649 0.224 -0.477 -0.251
H -5.427 -29.846 35.687 -0.477 0.450 -0.327
H -4.793 -28.297 36.261 0.782 -0.463 0.715
O -0.454 -25.127 36.002 -0.095 -2.045 0.994
C -0.596 -26.287 36.343 -1.034 -0.508 -0.721
O -1.092 -26.710 37.578 0.452 -0.319 -1.471
C -1.459 -25.714 38.515 -0.057 -0.224 1.089
C -2.203 -26.398 39.701 0.168 -0.481 -0.899
C -0.440 -27.574 35.437 0.909 1.365 0.723
H -2.099 -25.004 37.992 0.208 0.355 0.299
H -0.504 -25.311 38.852 -0.338 0.758 0.124
H -1.559 -27.040 40.302 0.332 0.249 -0.024
H -2.924 -27.099 39.281 -0.264 0.095 -0.123
H -2.752 -25.741 40.376 0.246 0.312 -0.247
H 0.534 -27.501 34.952 0.025 0.063 -0.085
H -1.193 -27.605 34.650 -0.195 0.212 0.284
H -0.401 -28.494 36.020 -0.338 0.237 0.018
O -3.197 -25.822 33.556 -3.491 0.885 -0.653
C -4.363 -25.837 33.099 2.065 -1.925 2.175
O -5.519 -25.452 33.706 1.304 0.917 0.827
C -5.412 -24.803 35.070 -0.094 -1.585 0.113
C -5.667 -23.334 35.082 -0.228 0.019 -0.707
C -4.574 -26.557 31.806 0.728 0.241 -1.499
H -4.476 -25.116 35.533 0.248 0.259 -0.421
H -6.174 -25.271 35.694 -0.264 -0.374 -0.502
H -4.777 -22.815 34.726 -0.348 0.440 0.108
H -6.022 -23.012 36.061 0.643 -0.015 0.230
H -6.551 -23.149 34.472 0.239 0.221 -0.461
H -3.805 -27.298 31.588 0.298 -0.082 0.881
H -4.231 -25.792 31.110 -0.587 0.183 -0.649
H -5.488 -27.041 31.463 -0.461 0.815 0.682
```
Forces are in eV/Å.

(3)
Molecular formula: C2H3NO3
Method: DFT, the ωB97M-V functional and the def2-TZVPD basis

Its gap between HOMO and LUMO is 9.4 eV. The highest occupied orbital energy is -9.1561 eV. As for the SMILES: O=C=O.CN=O. The value obtained for the molar mass is 89.05 u. For the LUMO energy, the calculation gives 0.3 eV. The energy relative to the best compared isomer or geometry (same formula, charge and spin) is 2.9695 eV.

```
9
Properties=species:S:1:pos:R:3:forces:R:3
C -2.224 -0.296 1.245 0.486 3.806 -2.436
C 1.233 -0.190 -0.913 0.176 1.142 0.139
N 0.964 0.371 0.433 0.278 -0.599 -0.093
O -2.113 -1.254 1.826 -0.069 -3.083 1.946
O -2.227 0.693 0.618 -0.529 -0.757 0.503
O 0.498 1.457 0.389 -0.307 1.101 0.246
H 1.269 0.608 -1.655 -0.388 0.155 0.013
H 0.354 -0.815 -1.076 0.629 -0.670 -0.269
H 2.246 -0.574 -0.867 -0.277 -1.096 -0.051
```
Forces are in eV/Å.